Here is a cluster of 10 separate species, C36H74BrN18O14PS in total in a non-equilibrium geometry from OMol25. Energies are from wB97M-V/def2-TZVPD.

The geometry in XYZ format:
```
145
Properties=species:S:1:pos:R:3:forces:R:3:mulliken_charge:R:1
C -0.4035 -5.1103 1.3089 -0.097 0.129 -0.187 -1.57
C -0.3391 -4.5273 -0.1021 -0.163 -0.249 0.600 0.10
C -0.5227 -3.0217 -0.0942 0.078 0.090 -0.152 -1.45
C -0.7509 -2.4275 -1.4881 0.392 -0.037 0.379 2.54
C -2.2255 -2.2707 -1.8929 0.115 -0.100 -0.250 -2.45
C -2.4905 -0.9943 -2.6551 -0.095 0.238 -0.164 0.68
C -2.3717 -0.9211 -4.0679 -0.163 0.076 0.307 0.30
C -1.9263 -2.1412 -4.8254 0.519 0.005 0.008 -2.08
C -0.3918 -2.2718 -4.9233 -0.083 -0.311 -0.368 1.11
C -0.0209 -3.6972 -5.3226 -0.267 -0.061 0.257 -1.03
O 0.0211 -4.5616 -4.1965 0.111 -0.016 -0.048 -0.37
C 1.3433 -4.8322 -3.7511 -0.388 0.138 0.063 -0.73
C -2.6405 0.2884 -4.7320 -0.317 -0.307 0.009 0.38
P -2.5834 0.2952 -6.5527 0.994 0.258 -0.233 -0.08
S -0.8202 0.4672 -7.3811 -0.200 -0.039 0.037 -0.44
C -2.9903 1.4651 -4.0426 0.033 0.068 0.404 1.02
C -3.2555 2.7654 -4.7639 -0.130 -0.238 -0.539 -2.34
C -2.0343 3.3411 -5.5183 -0.305 0.039 0.187 -0.34
C -1.8012 4.8367 -5.2530 0.390 -0.050 -0.375 -1.36
C -0.3248 5.1415 -5.0133 -0.054 0.037 -0.218 0.53
C 0.5183 5.0701 -6.2970 0.424 -0.118 0.134 -0.85
C 1.2953 6.3396 -6.5478 -0.103 -0.156 0.134 -0.78
O 2.2953 6.4496 -5.5194 -0.029 0.044 -0.073 -0.26
C 2.8767 7.6856 -5.4363 -0.277 -0.139 0.043 0.61
C 1.9836 8.7940 -4.9529 -0.369 -0.096 -0.120 -0.88
O 4.0223 7.8393 -5.7135 0.574 0.057 0.047 -0.54
C -3.1171 1.3755 -2.6538 0.213 -0.040 -0.274 0.07
C -2.8733 0.1673 -1.9786 -0.034 -0.146 -0.306 0.68
C -3.0006 0.1777 -0.4919 0.060 0.168 -0.105 -0.05
O -2.3193 -0.4801 0.2519 0.166 -0.227 0.209 -0.57
C -4.0014 1.1352 0.0603 -0.214 0.060 -0.138 -0.47
Br -4.8037 0.6829 1.6911 0.050 -0.059 -0.005 -0.14
C -4.2424 2.2675 -0.5838 -0.370 -0.337 0.383 -0.76
C -3.4771 2.5499 -1.8145 0.026 -0.111 0.129 -0.01
O -3.1570 3.6973 -2.0368 0.183 0.324 -0.231 -0.62
H -0.0211 -6.1246 1.3480 -0.055 -0.136 0.051 0.47
H -1.4340 -5.1102 1.6662 -0.050 -0.058 0.122 0.33
H 0.1786 -4.5212 2.0159 0.116 0.052 0.021 0.27
H -1.1223 -5.0013 -0.6986 0.067 -0.041 -0.236 0.32
H 0.6340 -4.7782 -0.5191 0.031 0.089 -0.310 -0.02
H 0.3872 -2.5926 0.3290 0.048 0.071 0.083 0.53
H -1.3388 -2.7406 0.5708 -0.099 -0.001 0.073 0.53
H -0.2535 -1.4609 -1.5549 -0.131 0.195 -0.044 -1.22
H -0.2501 -3.0850 -2.1927 0.048 -0.006 -0.215 -0.48
H -2.8497 -2.2965 -1.0079 -0.066 -0.006 0.134 1.00
H -2.5045 -3.1355 -2.4874 -0.167 -0.023 -0.088 0.74
H -2.2916 -2.1523 -5.8473 -0.181 0.024 -0.082 0.68
H -2.2999 -3.0506 -4.3670 -0.161 -0.030 0.147 0.62
H -0.0208 -1.6104 -5.7010 -0.005 0.324 0.084 0.24
H 0.0766 -2.0141 -3.9805 0.179 0.086 0.084 -0.43
H 0.9176 -3.7191 -5.8767 0.171 -0.043 0.047 0.43
H -0.7963 -4.0947 -5.9812 0.006 -0.019 -0.165 0.41
H 1.9472 -3.9237 -3.7281 0.116 0.060 -0.040 0.36
H 1.2760 -5.2041 -2.7342 -0.002 -0.114 0.073 0.14
H 1.8031 -5.5847 -4.3922 0.189 -0.017 -0.058 0.34
H -3.2478 -0.8535 -6.9898 -0.363 0.059 0.165 0.19
H -3.4550 1.3244 -6.9225 -0.218 -0.134 0.057 0.15
H -4.0675 2.5782 -5.4703 -0.054 0.092 -0.029 0.79
H -3.6214 3.5191 -4.0894 -0.096 -0.002 0.224 0.77
H -2.1736 3.1963 -6.5866 0.094 -0.107 -0.131 0.32
H -1.1498 2.7625 -5.2598 0.138 0.012 0.092 0.64
H -2.4156 5.2176 -4.4399 -0.019 -0.132 0.179 0.47
H -2.0827 5.3873 -6.1527 -0.242 0.193 0.061 0.44
H 0.0864 4.4322 -4.2961 -0.071 0.039 0.250 -0.27
H -0.2223 6.1418 -4.5889 0.032 0.074 0.113 0.03
H 1.2585 4.2744 -6.2216 -0.017 -0.160 -0.051 0.34
H -0.0772 4.8409 -7.1797 -0.191 0.054 -0.015 0.49
H 1.8099 6.3103 -7.5076 -0.023 0.058 -0.125 0.40
H 0.6207 7.1991 -6.5156 0.020 0.136 -0.057 0.47
H 2.4653 9.3357 -4.1473 0.169 0.106 -0.016 0.33
H 1.0229 8.4195 -4.6134 -0.071 -0.046 0.073 0.26
H 1.8033 9.4680 -5.7871 0.056 0.214 0.024 0.27
H -4.9370 3.0008 -0.2029 0.135 0.293 -0.010 0.70
C 0.3588 1.7141 -1.1830 -0.075 0.083 0.198 0.67
O 0.0022 0.9852 -2.0960 0.155 -0.016 -0.087 -0.55
N 0.9590 2.9238 -1.4084 0.034 -0.053 -0.040 -0.49
N 0.1763 1.3778 0.1271 0.007 -0.024 -0.062 -0.25
H 1.2503 3.5421 -0.6754 -0.036 0.003 0.024 0.14
H 1.1037 3.1920 -2.3642 0.005 -0.013 -0.004 0.16
H -0.2742 0.4983 0.3218 -0.008 0.010 0.005 0.19
H 0.4557 1.9611 0.8929 0.008 0.025 -0.010 0.18
C -0.8711 -7.0614 4.6870 -0.041 -0.053 0.221 0.76
O 0.0021 -6.9106 3.8402 0.019 -0.101 -0.038 -0.74
N -0.6431 -6.8266 6.0032 -0.073 0.319 -0.139 -0.34
N -2.1297 -7.4796 4.3544 0.022 0.031 -0.072 -0.41
H -1.3221 -6.9608 6.7266 -0.032 -0.090 -0.035 0.15
H 0.2906 -6.5539 6.2596 0.071 -0.295 0.203 0.11
H -2.3121 -7.6595 3.3853 0.017 0.000 -0.010 0.23
H -2.8616 -7.6129 5.0246 0.016 0.008 0.031 0.16
C 3.0109 -7.2618 6.2099 0.129 0.071 -0.343 0.63
O 2.1538 -7.7839 6.9163 -0.062 0.159 0.038 -0.70
N 2.7436 -6.8246 4.9421 -0.055 -0.086 0.237 -0.23
N 4.2924 -7.0785 6.6362 -0.133 -0.061 0.001 -0.24
H 3.4380 -6.3953 4.3614 0.051 0.006 0.042 0.15
H 1.8091 -6.9490 4.5681 -0.017 0.022 -0.117 0.22
H 4.5217 -7.3843 7.5625 0.039 0.011 0.004 0.16
H 5.0176 -6.6536 6.0886 0.085 0.020 0.108 0.12
C 8.0755 -6.0698 6.0823 0.139 0.052 -0.013 0.65
O 7.1274 -6.1954 6.8458 -0.113 0.009 -0.072 -0.65
N 8.4411 -7.0580 5.2109 -0.070 0.009 0.005 -0.39
N 8.8288 -4.9376 6.0485 -0.118 0.091 0.052 -0.34
H 9.2137 -6.9792 4.5783 0.017 0.018 0.013 0.16
H 7.9037 -7.9044 5.2233 0.004 -0.011 0.019 0.23
H 8.5893 -4.2046 6.6953 0.158 0.056 0.050 0.15
H 9.6115 -4.8037 5.4379 0.021 -0.048 0.003 0.14
C 3.4112 -2.0773 -0.6410 -0.037 0.152 -0.088 0.51
O 2.9108 -3.1874 -0.6485 -0.008 -0.090 -0.007 -0.59
N 4.7047 -1.8605 -0.2433 -0.015 -0.018 0.019 -0.42
N 2.7249 -0.9616 -1.0342 -0.012 -0.088 0.049 -0.21
H 5.1375 -0.9575 -0.2326 -0.017 0.015 -0.011 0.13
H 5.2330 -2.6605 0.0484 -0.009 -0.015 0.003 0.25
H 1.7769 -1.0829 -1.3456 0.002 0.048 -0.041 0.10
H 3.1208 -0.0414 -1.0410 0.012 0.006 -0.019 0.18
C 8.1143 -2.4867 9.4492 -0.092 -0.092 0.099 0.68
O 8.8983 -2.2558 8.5419 -0.045 -0.125 -0.165 -0.64
N 8.4024 -2.1787 10.7500 0.015 0.035 -0.013 -0.40
N 6.8976 -3.0722 9.2440 0.072 0.126 -0.045 -0.35
H 7.7792 -2.3593 11.5129 -0.018 -0.010 -0.010 0.16
H 9.2897 -1.7504 10.9333 0.010 0.002 -0.011 0.22
H 6.6549 -3.3284 8.3053 -0.020 -0.084 0.006 0.20
H 6.2509 -3.2755 9.9814 0.017 -0.034 0.015 0.17
C -1.9094 6.9635 -0.0681 0.138 -0.079 -0.101 0.59
O -2.8347 6.7078 0.6863 -0.188 0.109 0.141 -0.66
N -1.5619 6.1313 -1.0898 -0.018 0.006 0.135 -0.09
N -1.1511 8.0953 0.0665 -0.048 -0.002 0.023 -0.38
H -0.8000 6.3079 -1.7159 0.000 0.033 -0.018 0.12
H -2.1142 5.2976 -1.2045 -0.056 -0.057 -0.143 0.14
H -1.3853 8.7189 0.8155 -0.002 -0.001 0.013 0.24
H -0.3863 8.3237 -0.5384 -0.002 -0.014 -0.023 0.14
C -6.9519 6.3829 2.0870 0.087 0.023 -0.011 0.66
O -7.8895 5.7999 2.6044 -0.023 -0.020 -0.022 -0.67
N -7.1299 7.3224 1.1029 -0.039 0.015 -0.029 -0.38
N -5.6521 6.1576 2.4303 0.022 0.008 0.001 -0.29
H -6.3718 7.8086 0.6636 0.034 -0.029 0.015 0.17
H -8.0711 7.5198 0.8224 -0.015 -0.008 0.014 0.20
H -5.4758 5.4804 3.1481 -0.026 0.004 0.042 0.16
H -4.8766 6.6292 1.9990 0.115 -0.088 -0.083 0.18
C -5.3515 2.7454 6.1523 -0.084 -0.007 0.002 0.65
O -4.7616 3.5219 6.8798 0.028 0.008 0.000 -0.64
N -6.5786 2.2286 6.4700 0.067 -0.043 0.028 -0.38
N -4.8353 2.3270 4.9547 0.022 0.025 0.012 -0.27
H -7.0829 1.5943 5.8815 -0.005 0.030 -0.035 0.16
H -6.9858 2.5201 7.3380 -0.003 0.031 -0.002 0.20
H -3.9391 2.6902 4.6915 0.019 -0.017 0.003 0.16
H -5.2998 1.6875 4.3400 -0.040 0.049 0.017 0.07
```
Positions in Å, forces in eV/Å.

Values from the calculation:
2S+1 ... 1
SMILES string ... CCCCCc1c(CCCOC)c([PH2]=S)c(CCCCCCOC(C)=O)c2c1C(=O)C(Br)=CC2=O.NC(N)=O.NC(N)=O.NC(N)=O.NC(N)=O.NC(N)=O.NC(N)=O.NC(N)=O.NC(N)=O.NC(N)=O
Calculated total energy ... -6769.05023 Eh